i:
ORCA calculation (ωB97M-V/def2-TZVPD) on a single C25H30N2O5 molecule.

Last column: natural (NBO) charge in e.
Cartesian coordinates (Å):
O1 1.389 0.327 -0.465  -0.53
O2 -1.780 4.535 -0.109  -0.62
O3 -1.484 6.473 -4.301  -0.52
O4 -1.951 -5.931 1.705  -0.59
O5 -0.180 -6.774 0.620  -0.51
N1 -2.242 4.621 -2.313  -0.43
N2 2.790 -0.649 2.566  -0.44
C1 -1.414 2.552 -1.349  -0.11
C2 0.523 -2.933 3.335  -0.17
C3 0.204 0.825 -0.896  0.40
C4 1.523 -4.883 1.637  -0.15
C5 -0.177 2.161 -0.849  -0.30
C6 -1.039 5.140 -4.359  -0.08
C7 2.252 1.120 0.338  0.10
C8 -1.911 0.280 -1.918  -0.19
C9 1.507 0.018 2.457  -0.23
C10 -0.321 -3.900 2.829  -0.16
C11 -2.028 4.185 -3.674  -0.25
C12 -2.662 6.007 -2.232  -0.26
C13 3.560 0.341 0.474  -0.41
C14 1.873 -2.919 2.996  -0.03
C15 0.170 -4.879 1.969  -0.18
C16 -1.653 6.895 -2.965  -0.08
C17 -1.809 3.985 -1.196  0.67
C18 1.674 1.353 1.737  -0.44
C19 -2.292 1.611 -1.872  -0.23
C20 -0.676 -0.112 -1.445  -0.26
C21 2.771 -1.799 3.461  -0.23
C22 3.326 -0.951 1.252  -0.23
C23 -0.773 -5.890 1.441  0.78
C24 2.360 -3.910 2.148  -0.23
C25 -1.028 -7.771 0.075  -0.26
H1 -1.634 3.170 -3.692  0.23
H2 -3.646 6.102 -2.703  0.20
H3 -1.476 -8.367 0.873  0.19
H4 -0.939 4.895 -5.417  0.20
H5 -2.588 -0.459 -2.320  0.22
H6 4.282 0.963 1.002  0.21
H7 0.707 1.853 1.677  0.22
H8 3.950 0.103 -0.516  0.22
H9 -0.401 -8.392 -0.560  0.19
H10 1.908 -5.647 0.980  0.23
H11 -1.370 -3.915 3.084  0.23
H12 -0.369 -1.145 -1.475  0.22
H13 1.125 0.199 3.465  0.20
H14 2.448 2.081 -0.162  0.18
H15 -0.056 5.050 -3.869  0.16
H16 2.649 -1.596 0.668  0.18
H17 4.279 -1.471 1.381  0.20
H18 -1.829 -7.312 -0.508  0.19
H19 3.409 -3.921 1.890  0.21
H20 -2.005 7.926 -3.012  0.20
H21 -3.268 1.915 -2.219  0.22
H22 2.364 1.987 2.294  0.22
H23 0.769 -0.593 1.909  0.18
H24 0.463 2.920 -0.428  0.23
H25 3.801 -2.157 3.550  0.20
H26 0.134 -2.181 4.006  0.21
H27 2.445 -1.440 4.441  0.20
H28 -0.688 6.862 -2.436  0.17
H29 -2.985 4.216 -4.209  0.20
H30 -2.724 6.280 -1.178  0.25

Summary:
SMILES string: COC(=O)c1ccc(CN2CCC(Oc3cccc(C(=O)N4CCOCC4)c3)CC2)cc1
HOMO-LUMO gap, eV: 9.171
Total charge: 0
Highest occupied orbital energy, eV: -8.62


ii:
ORCA calculation (ωB97M-V/def2-TZVPD) on a single C25H30N2O5 molecule.

Last column: natural (NBO) charge in e.
Cartesian coordinates (Å):
O1 -1.284 3.949 -0.347  -0.65
O2 2.978 2.372 2.210  -0.59
O3 -2.734 -1.006 2.270  -0.52
O4 -2.856 -3.179 0.367  -0.50
O5 0.845 4.203 1.144  -0.57
N1 5.747 -1.907 -0.812  -0.43
N2 2.023 0.957 0.692  -0.40
C1 -0.090 -1.279 -0.939  -0.24
C2 2.846 -0.193 0.964  -0.23
C3 -3.982 1.035 -1.744  -0.23
C4 1.095 3.055 0.786  0.46
C5 3.796 -0.523 -0.189  -0.40
C6 -1.056 -2.242 -0.728  -0.23
C7 -3.538 0.258 -2.801  -0.19
C8 -0.012 -0.190 -0.089  0.04
C9 -2.214 0.327 -3.201  -0.21
C10 -1.325 1.143 -2.528  -0.16
C11 -3.103 1.867 -1.079  -0.12
C12 6.858 -2.663 -0.273  -0.41
C13 5.224 -2.544 -2.003  -0.41
C14 -0.885 -0.113 0.988  -0.33
C15 4.720 -1.679 0.190  -0.22
C16 -0.839 2.743 -0.665  0.55
C17 -2.668 0.101 3.136  -0.25
C18 2.168 2.136 1.342  0.58
C19 0.979 0.926 -0.320  -0.07
C20 -1.761 1.910 -1.452  -0.17
C21 -4.831 -4.371 0.882  -0.62
C22 0.361 2.292 -0.188  -0.32
C23 -1.964 -2.159 0.323  0.26
C24 -1.861 -1.072 1.215  0.30
C25 -3.977 -3.164 1.237  -0.05
H1 6.033 -2.675 -2.719  0.20
H2 -5.155 -4.308 -0.153  0.21
H3 -0.299 1.212 -2.853  0.22
H4 4.117 -2.588 0.372  0.16
H5 -4.225 -0.394 -3.319  0.22
H6 4.467 -1.909 -2.458  0.20
H7 1.445 0.791 -1.306  0.20
H8 3.419 0.050 1.863  0.24
H9 -1.143 -3.091 -1.387  0.22
H10 -4.255 -5.283 1.009  0.21
H11 -1.872 -0.262 -4.039  0.22
H12 0.586 -1.373 -1.775  0.21
H13 -3.650 -3.223 2.281  0.18
H14 -4.548 -2.239 1.099  0.17
H15 2.199 -1.053 1.170  0.20
H16 -3.441 2.479 -0.257  0.22
H17 6.567 -3.672 0.062  0.16
H18 4.777 -3.530 -1.794  0.16
H19 -1.706 0.153 3.655  0.18
H20 4.406 0.351 -0.423  0.22
H21 7.283 -2.125 0.573  0.20
H22 7.625 -2.761 -1.039  0.20
H23 -5.018 0.994 -1.440  0.22
H24 5.223 -1.420 1.125  0.20
H25 -3.460 -0.057 3.866  0.20
H26 -0.792 0.727 1.658  0.22
H27 -5.704 -4.407 1.528  0.21
H28 3.212 -0.784 -1.071  0.19
H29 -2.847 1.040 2.604  0.18
H30 -0.619 4.386 0.255  0.52

Summary:
SMILES string: CCOc1ccc([C@H]2/C(=C(/O)c3ccccc3)C(=O)C(=O)N2CCCN(C)C)cc1OC
HOMO-LUMO gap, eV: 7.836
Total charge: 0
Highest occupied orbital energy, eV: -8.23


From most stable to least stable, the computed energies give i, ii.


i:
ORCA calculation (ωB97M-V/def2-TZVPD) on a single C3H8N2 molecule.

Last column: natural (NBO) charge in e.
Cartesian coordinates (Å):
N1 -0.273 -0.163 -0.704  -0.40
N2 0.562 -0.370 0.305  -0.24
C1 -1.423 0.544 1.159  -0.28
C2 -1.600 0.036 -0.271  -0.29
C3 1.914 -0.300 -0.139  -0.48
H1 -1.201 -0.240 1.933  0.19
H2 2.349 -1.332 -0.232  0.20
H3 -2.175 0.811 -0.966  0.19
H4 2.272 0.357 -0.943  0.19
H5 2.478 0.050 0.793  0.21
H6 -0.748 1.405 1.114  0.17
H7 -2.129 -0.907 -0.389  0.19
H8 -0.026 0.110 -1.661  0.37

Summary:
HOMO-LUMO gap (spin up / spin down), eV: 9.062 / 7.538
Total charge: 0
Highest occupied orbital energy (spin up / spin down), eV: -8.00 / -6.96


ii:
ORCA calculation (ωB97M-V/def2-TZVPD) on a single C3H8N2 molecule.

Last column: natural (NBO) charge in e.
Cartesian coordinates (Å):
N1 -0.239 0.568 -1.492  -0.82
N2 -0.745 0.917 1.267  -0.82
C1 0.269 -0.076 0.777  -0.07
C2 0.542 -0.193 -0.631  -0.08
C3 -0.260 -1.313 0.034  -0.44
H1 0.018 1.620 -1.542  0.36
H2 0.291 -2.217 0.323  0.21
H3 -0.138 0.138 -2.432  0.36
H4 -0.819 0.778 2.303  0.36
H5 -0.246 1.848 1.021  0.35
H6 1.121 -0.242 1.453  0.18
H7 -1.311 -1.339 -0.108  0.23
H8 1.516 -0.490 -0.972  0.18

Summary:
SMILES string: N[C@@H]1C[C@@H]1N
HOMO-LUMO gap, eV: 9.511
Total charge: 0
Highest occupied orbital energy, eV: -8.49


From most stable to least stable, the computed energies give ii, i.


i:
ORCA calculation (ωB97M-V/def2-TZVPD) on 2 unconnected molecules or ions with the total composition C3H8N2.

Last column: natural (NBO) charge in e.
Cartesian coordinates (Å):
N1 2.786 1.478 0.013  -0.63
N2 -1.504 0.549 -0.325  -0.81
C1 -1.662 -1.894 -0.113  -0.53
C2 2.462 0.552 0.807  -0.01
C3 -2.193 -0.689 -0.332  0.02
H1 2.680 -0.533 0.783  0.14
H2 -0.605 0.387 -0.760  0.37
H3 -0.727 -2.016 0.427  0.20
H4 1.803 0.708 1.689  0.15
H5 -2.359 -2.717 -0.252  0.21
H6 3.750 1.337 -0.301  0.35
H7 -3.267 -0.592 -0.394  0.18
H8 -1.984 1.248 -0.870  0.37

Summary:
SMILES string: C=CN.C=N
HOMO-LUMO gap, eV: 9.457
Total charge: 0
Highest occupied orbital energy, eV: -8.45


ii:
ORCA calculation (ωB97M-V/def2-TZVPD) on a single C3H8N2 molecule.

Last column: natural (NBO) charge in e.
Cartesian coordinates (Å):
N1 -1.608 0.168 -0.563  -0.62
N2 1.652 -0.013 -0.438  -0.91
C1 0.389 -0.206 0.466  -0.09
C2 -0.492 1.080 -0.006  -0.22
C3 -0.727 -0.999 -0.120  -0.24
H1 2.313 0.910 -0.319  0.37
H2 -0.863 1.591 0.943  0.19
H3 -1.308 -1.725 0.592  0.20
H4 -0.139 -1.591 -1.051  0.21
H5 0.101 1.654 -0.787  0.22
H6 0.671 -0.222 1.470  0.19
H7 2.467 -0.711 -0.340  0.36
H8 -2.456 0.064 0.154  0.34

Summary:
SMILES string: NC1CNC1
HOMO-LUMO gap, eV: 10.152
Total charge: 0
Highest occupied orbital energy, eV: -9.13


From most stable to least stable, the computed energies give i, ii.